Record 1
Molecular formula: C41H35B2ClF8K2N2NaO24PS
Method: DFT, ωB97M-V/def2-TZVPD

charge = -2

Each line ends with the Mulliken charge.
Positions of all 118 atoms, in Å:
C 2.239917 -1.157561 6.902547  -0.32
O 3.356405 -1.056235 5.953344  -0.42
C 2.937969 -1.262854 4.558936  0.30
C 3.001840 0.184490 3.792897  -0.41
C 1.557576 0.814690 3.353321  -0.78
C 0.421951 0.879834 4.530452  0.67
C -0.759211 -0.297977 4.654570  0.75
C -0.874873 -1.558565 3.612299  -0.66
C -1.936899 -1.089598 2.408279  0.24
N -1.794598 0.087353 1.684634  -0.50
C -1.880470 -0.177994 5.839596  0.29
C -1.947104 1.002785 6.971808  0.01
C -0.810528 2.171973 6.856716  -0.23
F -0.850685 3.296639 7.833510  -0.36
C 0.334334 2.104645 5.639523  0.31
P 1.558045 3.621306 5.644255  0.29
O 1.586219 4.209522 3.967496  -0.43
Cl 3.503229 3.029146 6.285505  -0.26
C -3.190496 0.736512 8.002546  0.18
O -3.396293 1.132351 9.261668  -0.59
N -4.075632 -0.177659 7.128686  0.05
C -5.236843 0.488817 6.428025  -0.62
C -4.835171 1.434179 5.151054  -0.40
C -4.712525 0.615068 3.713076  0.31
F -5.948683 0.778215 2.881531  -0.41
C -3.177260 -1.081887 6.259991  -0.18
O -3.528824 -2.346804 6.003738  -0.60
H 1.217422 -1.489887 6.442213  0.13
H 2.089888 -0.114422 7.414412  0.11
H 2.579480 -1.926002 7.740796  0.26
H 1.936877 -1.851045 4.418530  0.38
H 3.783881 -1.944937 4.063665  -0.49
H 3.683831 0.885716 4.435343  0.06
H 3.602937 -0.006201 2.778774  0.36
H 1.692868 1.862092 2.833367  0.37
H 1.126609 0.097107 2.502059  0.18
H 0.142298 -1.953840 3.190578  0.11
H -1.461578 -2.416854 4.199083  0.41
H -2.897872 -1.737802 2.125142  0.00
H -0.947590 0.595659 2.020990  0.06
H 0.868916 4.933371 3.961805  0.34
H -5.784161 1.196706 7.213446  0.33
H -6.010823 -0.356020 6.098968  0.27
H -3.891016 2.111336 5.307951  0.20
H -5.747911 2.188196 4.997368  0.40
H -3.805484 1.081748 3.112744  0.09
H -4.516198 -0.531753 3.839342  -0.03
K 4.589177 -3.481041 3.236258  0.75
B -5.611292 -3.675738 -0.513864  1.35
O -4.853118 -3.061241 0.580590  -0.61
C -4.019826 -3.999856 1.050889  0.93
O -3.238606 -3.821350 1.971284  -0.67
C -4.192230 -5.222556 0.310901  0.21
O -3.583083 -6.264190 0.492804  -0.62
O -5.134780 -5.057771 -0.627953  -0.53
O -7.051370 -3.638115 -0.239706  -0.50
C -7.619585 -2.950629 -1.240308  0.45
O -8.816706 -2.728971 -1.324204  -0.83
C -6.611646 -2.526149 -2.176356  0.69
O -6.802925 -1.880768 -3.194350  -0.60
O -5.405536 -2.944942 -1.768374  -0.37
C -0.547914 -2.245997 -6.261879  -0.79
C 0.307432 -1.471915 -7.045579  -0.26
C 0.989324 -0.393778 -6.479085  -0.38
C 0.806038 -0.080890 -5.126688  0.13
C -0.067948 -0.839799 -4.349296  0.08
C -0.737864 -1.932285 -4.915330  -0.40
C -0.306886 -0.488669 -2.934485  0.70
O -1.071759 -1.156959 -2.249953  -0.84
C 0.382049 0.683854 -2.359474  -0.31
C 0.120524 1.062507 -1.036194  -0.95
C 0.777823 2.162203 -0.480368  -0.17
C 1.702536 2.879285 -1.239035  -0.71
C 1.960840 2.507711 -2.559283  -0.90
C 1.291674 1.413497 -3.123416  0.38
C 1.545164 1.050299 -4.531673  0.49
O 2.354275 1.682829 -5.200581  -0.78
H -1.072304 -3.091851 -6.701048  0.37
H 0.445683 -1.708735 -8.098187  0.49
H 1.659462 0.202915 -7.095744  0.48
H -1.411309 -2.537632 -4.311124  0.48
H -0.597653 0.506065 -0.436027  0.70
H 0.569364 2.457655 0.545656  0.79
H 2.220071 3.731544 -0.804031  0.85
H 2.680437 3.075270 -3.147025  0.51
K 5.083294 2.587601 8.457212  0.63
B 4.183294 5.249249 1.864209  0.48
F 4.189272 4.205628 2.876385  -0.38
F 3.706618 6.490944 2.451217  -0.42
F 5.532285 5.439639 1.356459  -0.42
F 3.305003 4.860683 0.772675  -0.27
C 3.787589 -2.953387 -10.952472  -0.32
C 3.108018 -1.914535 -10.120631  -0.32
O 1.800296 -2.430472 -9.960043  -0.23
C 1.883241 -3.782364 -10.130816  0.65
O 0.976328 -4.563235 -9.895373  -0.55
O 3.113161 -4.146113 -10.598211  -0.32
H 4.855474 -3.031388 -10.730715  0.30
H 3.658571 -2.779868 -12.025938  0.24
H 3.568014 -1.802963 -9.133082  0.23
H 3.082251 -0.938553 -10.613028  0.33
C 6.384950 1.294953 -2.709215  -0.28
C 6.233823 2.543783 -1.909662  0.30
O 5.772090 2.081547 -0.660653  -0.12
C 6.289560 0.827475 -0.533365  0.60
O 6.342829 0.212612 0.518763  -0.62
O 6.749263 0.344923 -1.728058  -0.34
F 5.286064 3.346508 -2.443559  -0.21
H 5.450641 0.982537 -3.187601  0.23
H 7.159260 1.383203 -3.476058  0.26
H 7.164462 3.104926 -1.773474  0.19
Na -10.516706 -1.520186 -1.101099  1.00
F 0.083294 4.662850 -0.618063  -0.85
O -3.764419 2.172985 -7.442653  -0.64
S -2.616656 1.405363 -6.925972  1.24
O -2.300097 1.855269 -5.558310  -0.54
O -1.447767 1.622557 -7.797651  -0.60
O -2.954591 -0.029533 -6.905553  -0.60

Atoms 1-2, force components in eV/Å:
-0.055 -0.041 1.469
-2.260 -1.096 -0.925

Record 2
Molecular formula: C31H68Cl2FIN2O17P4
Method: DFT, ωB97M-V/def2-TZVPD

Each line ends with the Mulliken charge.
Positions of all 126 atoms, in Å:
C -2.517613 5.589524 1.995849  -1.33
C -2.923569 5.982173 0.567501  0.32
O -1.758104 5.854237 -0.240312  -0.54
C -3.943806 4.901720 0.079167  -0.94
N -3.224387 3.859203 -0.644281  0.18
C -3.942232 2.575222 -0.689491  -1.46
C -3.200834 1.460743 0.056057  0.72
O -2.206026 0.799095 -0.718665  -0.21
C -0.990517 1.493136 -0.944164  0.36
C -0.493946 2.417610 0.131227  -1.76
N 0.924609 2.783233 0.018709  -0.21
O -1.232007 2.172972 -2.210984  -0.36
C -1.737678 1.187225 -3.011306  0.44
O -2.636483 1.332793 -3.799057  -0.59
C -0.899717 -0.084679 -2.721600  0.04
Cl -1.829709 -1.585187 -2.619706  -0.16
I 0.244457 -0.386143 -4.618115  0.15
C -0.053200 0.340781 -1.448207  2.05
C 0.183434 -0.764485 -0.392815  -2.07
C 0.926450 -2.005301 -0.896342  0.75
C 0.232845 -3.309003 -0.446437  -1.47
F 2.232174 -2.066547 -0.403840  -0.38
P 1.644551 0.706070 -2.186503  0.06
O 2.694334 0.705780 -0.905105  -0.52
Cl 1.799543 2.647963 -2.927775  -0.13
H -3.356603 5.615929 2.692576  0.38
H -2.189910 4.546552 1.939676  0.23
H -1.662079 6.161248 2.357815  0.35
H -3.352962 6.984642 0.530104  0.50
H -1.263006 6.676228 -0.217237  0.32
H -4.472801 4.468042 0.925973  0.45
H -4.678229 5.399963 -0.569481  0.25
H -3.117110 4.148339 -1.604883  0.24
H -4.017332 2.249247 -1.729432  0.30
H -4.959201 2.649908 -0.291052  0.50
H -2.879768 1.777317 1.051575  0.23
H -3.964295 0.700410 0.248257  -0.33
H -0.620416 1.882923 1.079661  0.48
H -1.090538 3.323286 0.224011  0.08
H 0.979754 3.785227 -0.112169  0.27
H 1.351561 2.621879 0.921507  0.25
H 0.771426 -0.315894 0.412615  0.58
H -0.786005 -1.020560 0.033452  0.49
H 0.951652 -2.055598 -1.986338  0.25
H 0.987438 -4.096508 -0.469521  0.26
H -0.560544 -3.612909 -1.123982  0.29
H -0.141585 -3.237347 0.575879  0.36
H 3.282863 1.463717 -0.985798  0.33
O 4.545924 7.507328 -7.872603  -0.82
P 4.804716 6.323613 -7.007780  1.07
O 4.308137 6.812636 -5.521296  -0.29
C 2.904103 6.942542 -5.283188  -0.40
C 2.195035 5.600926 -5.260746  -0.78
O 6.432695 6.445854 -6.868080  -0.36
C 7.206191 7.359517 -7.641223  -0.36
C 7.380907 8.676880 -6.914040  -1.08
O 4.835389 4.736517 -6.644467  -0.30
C 5.961246 4.019336 -6.119435  -0.20
C 6.319895 4.407608 -4.703450  -0.94
H 2.462945 7.600261 -6.038070  0.30
H 2.795444 7.431385 -4.315010  0.31
H 2.218439 5.126113 -6.245180  0.24
H 1.150358 5.719909 -4.970256  0.46
H 2.680561 4.918798 -4.563885  0.05
H 6.772662 7.501334 -8.629434  0.36
H 8.183892 6.895207 -7.790385  0.34
H 6.424980 9.086876 -6.588543  0.28
H 7.875724 9.409395 -7.553312  0.38
H 7.984575 8.535835 -6.015396  0.28
H 6.813060 4.095816 -6.791704  0.28
H 5.665709 2.968189 -6.127076  0.36
H 6.603491 5.454317 -4.619775  0.25
H 7.159943 3.803061 -4.357501  0.40
H 5.471411 4.250160 -4.035710  0.20
O -5.007220 -0.190184 3.219819  -0.77
P -6.034773 -1.150379 3.713663  1.03
O -5.338143 -1.813933 5.043707  -0.31
C -5.216860 -1.010117 6.220112  -0.36
C -6.559014 -0.719831 6.867691  -0.96
O -5.840708 -2.341816 2.607972  -0.33
C -5.030991 -2.185049 1.446025  -0.24
C -3.613194 -2.651322 1.702359  -0.85
O -7.544716 -1.646716 4.066438  -0.34
C -8.133483 -2.889793 3.653137  -0.18
C -7.518220 -4.101547 4.314294  -0.99
H -4.697513 -0.078748 5.975421  0.28
H -4.588004 -1.566907 6.914305  0.32
H -7.180089 -0.090670 6.224559  0.27
H -6.423318 -0.199830 7.816708  0.40
H -7.110979 -1.642518 7.044498  0.21
H -5.057378 -1.157562 1.087615  0.06
H -5.478476 -2.801379 0.663249  0.39
H -3.186647 -2.186464 2.591869  0.30
H -2.972074 -2.423801 0.847823  0.17
H -3.592968 -3.729136 1.874054  0.38
H -8.133261 -2.972776 2.568686  0.25
H -9.182527 -2.827031 3.949375  0.35
H -6.462347 -4.211525 4.078091  0.25
H -8.032801 -5.003814 3.980450  0.39
H -7.598501 -4.029520 5.399837  0.26
O 0.953323 -7.418844 1.846347  -0.83
P 1.954198 -7.092831 2.899659  1.10
O 3.314952 -6.748028 2.051099  -0.29
C 3.363787 -5.516717 1.322505  -0.27
C 3.423621 -4.309538 2.239234  -0.97
O 2.274640 -8.606263 3.439782  -0.35
C 1.514974 -9.744110 3.040659  -0.34
C 2.127706 -10.409432 1.825502  -1.10
O 2.469562 -6.427210 4.295613  -0.34
C 3.190311 -7.111316 5.330061  -0.18
C 4.594227 -7.505435 4.932121  -0.99
H 2.503184 -5.448657 0.651738  0.19
H 4.258843 -5.551570 0.702174  0.31
H 2.499727 -4.201577 2.814866  0.25
H 3.566394 -3.393552 1.664870  0.38
H 4.238290 -4.408485 2.956736  0.29
H 0.473058 -9.479375 2.870317  0.35
H 1.528836 -10.441557 3.881623  0.33
H 2.295946 -9.696778 1.018262  0.29
H 1.484548 -11.209671 1.456652  0.38
H 3.101276 -10.834294 2.077354  0.29
H 2.618338 -7.959275 5.700459  0.27
H 3.250031 -6.403699 6.159743  0.35
H 4.608471 -8.195351 4.091594  0.25
H 5.093018 -7.989953 5.773105  0.39
H 5.170629 -6.627710 4.636703  0.26

Atoms 1-2, force components in eV/Å:
0.047 -0.196 -0.283
0.062 -1.365 1.076

Record 3
Molecular formula: C4H12O2
Method: DFT, ωB97M-V/def2-TZVPD

structure (SMILES) = CCO.CCO

Each line ends with the Mulliken charge.
Positions of all 18 atoms, in Å:
C 1.367976 2.137584 -2.924792  -0.06
O 0.468472 3.205002 -3.051096  -0.48
C 1.468275 1.498008 -1.576047  -1.15
H 0.899479 1.167101 -3.596816  0.19
H 2.436963 2.566681 -3.267940  0.19
H 0.721651 3.686088 -2.216438  0.30
H 0.499306 1.404395 -1.081454  0.37
H 1.518209 0.339519 -1.726128  0.27
H 2.294051 1.551117 -0.881356  0.37
C -0.743475 -1.830545 2.307836  -0.14
O -2.149686 -1.535593 2.566920  -0.55
C -0.558289 -3.333259 2.428098  -0.78
H -0.438183 -1.435072 1.262109  0.11
H -0.179139 -1.255450 2.972701  0.30
H -2.309277 -1.030642 3.433897  0.30
H -0.893532 -4.061889 1.586938  0.26
H 0.611569 -3.451369 2.548424  0.26
H -0.918314 -3.666479 3.428907  0.24

Atoms 1-2, force components in eV/Å:
1.285 -2.198 -2.973
0.447 0.722 2.171

Number 1: Kohn-Sham gap 1.0 eV, highest occupied orbital energy -0.673 eV. Number 2: Kohn-Sham gap 7.7 eV, highest occupied orbital energy -7.825 eV. Number 3: Kohn-Sham gap 10.9 eV, highest occupied orbital energy -10.211 eV.